A 15-piece molecular cluster, C30H90O15 overall at a distorted geometry. Source: the Open Molecules 2025 dataset; level of theory: ωB97M-V/def2-TZVPD.

The geometry in XYZ format:
```
135
Properties=species:S:1:pos:R:3:lowdin_charge:R:1
C -8.22 -22.54 21.07 -0.084
C -7.57 -21.19 21.37 -0.295
O -7.21 -21.12 22.76 -0.089
H -7.49 -23.31 21.33 0.062
H -8.40 -22.62 19.99 0.052
H -9.12 -22.64 21.66 0.061
H -8.31 -20.41 21.24 0.101
H -6.70 -21.01 20.74 0.109
H -6.31 -21.43 22.86 0.075
C -13.43 -27.08 13.30 -0.086
C -12.91 -27.32 14.70 -0.307
O -13.96 -27.71 15.58 -0.102
H -14.25 -26.37 13.32 0.037
H -13.83 -28.02 12.90 0.089
H -12.68 -26.72 12.59 0.068
H -12.50 -26.39 15.09 0.067
H -12.16 -28.12 14.69 0.117
H -14.24 -28.61 15.40 0.096
C -15.40 -21.34 18.27 -0.066
C -15.23 -22.65 19.01 -0.286
O -13.90 -23.15 18.84 -0.122
H -16.45 -21.05 18.21 0.087
H -15.08 -21.43 17.23 0.061
H -14.77 -20.55 18.68 0.068
H -15.91 -23.42 18.64 0.110
H -15.45 -22.49 20.07 0.113
H -13.75 -23.90 19.45 0.052
C -15.70 -25.47 14.86 -0.083
C -14.72 -24.54 15.55 -0.290
O -14.60 -23.35 14.79 -0.084
H -15.41 -25.61 13.81 0.049
H -16.70 -25.04 14.83 0.080
H -15.69 -26.44 15.35 0.068
H -13.77 -25.09 15.62 0.081
H -15.06 -24.30 16.56 0.098
H -13.83 -22.83 15.08 0.042
C -14.38 -20.00 14.61 -0.071
C -12.89 -20.31 14.73 -0.289
O -12.68 -21.37 15.66 -0.099
H -14.77 -19.70 15.59 0.066
H -14.95 -20.86 14.27 0.066
H -14.58 -19.17 13.92 0.076
H -12.34 -19.41 15.01 0.099
H -12.51 -20.60 13.75 0.107
H -12.70 -21.05 16.57 0.059
C -10.90 -24.62 17.51 -0.053
C -9.92 -23.69 16.81 -0.256
O -9.60 -22.62 17.71 -0.121
H -10.53 -24.98 18.47 0.052
H -11.15 -25.48 16.88 0.053
H -11.83 -24.07 17.68 0.066
H -10.33 -23.22 15.92 0.086
H -9.02 -24.22 16.50 0.104
H -10.44 -22.13 17.85 0.047
C -12.38 -20.11 20.52 -0.067
C -11.39 -21.04 19.85 -0.276
O -11.87 -21.37 18.54 -0.144
H -12.45 -19.21 19.91 0.074
H -12.01 -19.83 21.51 0.082
H -13.36 -20.56 20.63 0.063
H -11.24 -21.94 20.45 0.105
H -10.43 -20.53 19.69 0.106
H -12.66 -21.97 18.63 0.053
C -11.56 -24.55 13.60 -0.078
C -10.36 -25.40 13.18 -0.269
O -9.18 -24.78 13.66 -0.099
H -11.53 -23.56 13.14 0.084
H -11.57 -24.38 14.68 0.054
H -12.51 -25.00 13.31 0.048
H -10.35 -25.43 12.09 0.118
H -10.48 -26.43 13.53 0.105
H -8.57 -25.43 14.05 0.052
C -6.72 -25.78 20.02 -0.077
C -8.14 -26.29 20.01 -0.310
O -8.12 -27.72 20.12 -0.093
H -6.20 -25.96 20.96 0.083
H -6.76 -24.73 19.74 0.045
H -6.15 -26.28 19.23 0.071
H -8.65 -25.99 19.08 0.086
H -8.72 -25.93 20.87 0.108
H -8.97 -28.04 19.79 0.021
C -9.56 -20.01 13.12 -0.081
C -9.33 -21.40 13.71 -0.321
O -8.78 -22.19 12.66 -0.091
H -10.02 -19.35 13.86 0.047
H -10.35 -20.10 12.37 0.073
H -8.64 -19.63 12.68 0.077
H -10.30 -21.77 14.05 0.081
H -8.61 -21.36 14.53 0.104
H -8.82 -23.13 12.92 0.038
C -12.32 -27.97 18.24 -0.079
C -11.55 -27.95 19.55 -0.281
O -10.66 -29.08 19.62 -0.087
H -12.93 -28.85 18.01 0.075
H -11.66 -27.79 17.39 0.051
H -13.06 -27.16 18.27 0.075
H -12.20 -27.96 20.43 0.109
H -11.00 -27.02 19.60 0.080
H -11.23 -29.85 19.70 0.092
C -9.90 -18.83 16.95 -0.075
C -9.87 -17.70 17.95 -0.304
O -10.58 -16.56 17.48 -0.083
H -10.88 -19.29 16.82 0.053
H -9.25 -19.64 17.30 0.076
H -9.55 -18.54 15.96 0.071
H -8.86 -17.36 18.16 0.116
H -10.31 -18.00 18.92 0.098
H -11.47 -16.81 17.23 0.074
C -5.96 -22.86 15.92 -0.083
C -6.05 -22.95 17.42 -0.299
O -6.88 -21.87 17.90 -0.109
H -6.94 -22.90 15.43 0.057
H -5.38 -23.66 15.45 0.073
H -5.53 -21.90 15.62 0.080
H -5.08 -22.84 17.92 0.112
H -6.52 -23.89 17.74 0.081
H -7.80 -22.12 17.73 0.026
C -11.66 -25.03 21.71 -0.084
C -13.12 -24.64 21.77 -0.270
O -13.74 -25.28 20.64 -0.100
H -11.53 -26.06 22.04 0.079
H -11.09 -24.43 22.43 0.082
H -11.20 -24.82 20.74 0.060
H -13.22 -23.55 21.70 0.105
H -13.59 -24.95 22.70 0.119
H -14.68 -25.47 20.81 0.104
C -8.66 -27.65 16.80 -0.058
C -7.34 -27.10 16.29 -0.268
O -7.47 -26.58 14.96 -0.087
H -9.04 -28.39 16.10 0.086
H -9.44 -26.88 16.81 0.051
H -8.51 -27.93 17.85 0.060
H -6.62 -27.93 16.25 0.120
H -6.90 -26.38 16.98 0.093
H -6.70 -26.86 14.46 0.098
```

For the total energy, the calculation gives -2325.47611 Ha. For the HOMO energy, the calculation gives -9.36 eV. Its LUMO energy is 0.049 eV.